*A*
This record from OMol25 describes a 2-piece molecular cluster, C3H7O2S2 overall. The level of theory is the ωB97M-V functional and the def2-TZVPD basis.

Calculated values
- Highest occupied orbital energy: -2.421 eV
- Charge: -1
- HOMO-LUMO gap: 3.3 eV
- Lowest unoccupied orbital energy: 0.90 eV

Positions of all 14 atoms, in Å:
C: 0.045 -0.783 1.557
C: -0.918 0.823 -0.193
C: -0.001 0.609 0.947
O: 2.198 -1.907 -2.787
O: 0.698 -0.211 -3.727
S: -0.475 1.753 2.283
S: 1.129 -0.950 -2.493
H: 0.470 -0.596 2.519
H: 0.819 -1.368 0.952
H: -0.948 -1.077 1.693
H: -1.465 1.770 -0.075
H: -0.633 0.709 -1.232
H: -1.823 0.205 -0.230
H: 0.904 1.023 0.787

*B*
This record from OMol25 describes a 2-piece molecular cluster, C3H7O2S2 overall. The level of theory is the ωB97M-V functional and the def2-TZVPD basis.

Calculated values
- Highest occupied orbital energy: -4.207 eV
- Charge: -1
- HOMO-LUMO gap: 7.7 eV
- Lowest unoccupied orbital energy: 3.45 eV

Positions of all 14 atoms, in Å:
O: 1.179 0.959 -0.296
C: 1.774 1.123 0.810
O: 1.541 0.532 1.889
H: 2.562 1.915 0.823
C: -0.385 -0.161 -2.185
S: -0.970 -1.612 -1.291
S: -2.072 -0.786 0.231
C: -0.883 -0.642 1.578
H: -0.930 0.098 -3.109
H: -0.438 0.678 -1.462
H: 0.669 -0.303 -2.427
H: -0.202 0.122 1.185
H: -1.400 -0.281 2.464
H: -0.446 -1.641 1.791

How do the energies compare? Relative to the most stable structure, in kJ/mol: *A* 191.4; *B* 0.0.

*A*
This record from OMol25 describes a 2-piece molecular cluster, C3H9O2 overall. The level of theory is the ωB97M-V functional and the def2-TZVPD basis.

Calculated values
- Highest occupied orbital energy: -2.142 eV
- Charge: -1
- HOMO-LUMO gap: 5.6 eV
- Lowest unoccupied orbital energy: 3.44 eV

Positions of all 14 atoms, in Å:
C: 1.761 -0.727 0.515
O: 2.979 -1.115 0.171
C: 1.212 0.518 -0.297
C: -0.085 1.080 0.281
H: 0.936 -1.485 0.322
H: 1.649 -0.493 1.584
H: 1.959 1.298 -0.391
H: 1.051 0.006 -1.236
H: 0.103 2.111 0.612
H: -0.938 1.030 -0.387
H: -0.355 0.575 1.217
H: -3.080 -0.483 -0.260
H: -3.467 -1.194 -1.531
O: -3.723 -1.122 -0.601

*B*
This record from OMol25 describes a 2-piece molecular cluster, C3H9O2 overall. The level of theory is the ωB97M-V functional and the def2-TZVPD basis.

Calculated values
- Highest occupied orbital energy: -2.094 eV
- Charge: -1
- HOMO-LUMO gap: 6.0 eV
- Lowest unoccupied orbital energy: 3.87 eV

Positions of all 14 atoms, in Å:
C: 1.663 -0.451 -2.520
O: 0.928 -0.489 -1.393
H: 1.222 -1.021 -3.384
H: 1.829 0.571 -2.938
H: 2.702 -0.854 -2.412
C: -0.376 0.478 1.170
O: -0.545 1.725 1.894
C: -1.435 -0.530 1.579
H: -0.349 0.650 0.098
H: 0.612 0.106 1.433
H: -1.222 2.211 1.415
H: -2.446 -0.158 1.437
H: -1.291 -1.437 0.988
H: -1.290 -0.803 2.632

How do the energies compare? Relative to the most stable structure, in kJ/mol: *A* 0.0; *B* 22.6.

*A*
This record from OMol25 describes an isolated ion of composition C6H17N2 and charge +1. The level of theory is the ωB97M-V functional and the def2-TZVPD basis.

Calculated values
- Structure (SMILES): CC(C)NC[C@@H](C)[NH3+]
- Highest occupied orbital energy: -13.613 eV
- Charge: +1
- HOMO-LUMO gap: 10.6 eV
- Lowest unoccupied orbital energy: -3.01 eV

Positions of all 25 atoms, in Å:
N: -0.729 1.924 -0.095
C: -0.730 0.947 1.050
C: -0.780 1.712 2.359
C: 0.573 0.134 0.861
N: 0.962 0.036 -0.536
C: 0.867 -2.479 -0.477
C: 0.734 -1.211 -1.312
C: -0.637 -1.140 -1.998
H: -0.084 2.677 0.152
H: -0.254 1.400 -0.868
H: -1.646 2.331 -0.253
H: -1.596 0.310 0.882
H: 0.093 2.350 2.471
H: -1.668 2.324 2.438
H: -0.828 0.999 3.185
H: 0.448 -0.797 1.420
H: 1.361 0.609 1.446
H: 1.921 0.342 -0.601
H: 0.582 -3.355 -1.059
H: 0.128 -2.447 0.329
H: 1.875 -2.609 -0.096
H: 1.494 -1.173 -2.099
H: -0.877 -2.102 -2.438
H: -1.427 -0.923 -1.264
H: -0.668 -0.347 -2.745

*B*
This record from OMol25 describes C6H17N2 as an isolated structure. The level of theory is the ωB97M-V functional and the def2-TZVPD basis.

Calculated values
- Highest occupied orbital energy: -14.234 eV
- Charge: +1
- HOMO-LUMO gap: 6.5 eV
- Lowest unoccupied orbital energy: -7.72 eV

Positions of all 25 atoms, in Å:
C: -2.191 1.154 -0.748
N: -0.112 -0.598 1.438
C: -0.176 -2.022 1.297
C: 0.652 -2.648 2.439
C: -0.993 0.684 -1.612
N: 0.126 0.344 -0.775
C: 0.954 1.515 -0.485
C: 2.082 1.531 -1.561
H: -3.101 1.325 -1.318
H: -1.955 2.079 -0.221
H: -0.948 -0.253 1.917
H: -1.202 -2.387 1.226
H: 0.350 -2.289 0.370
H: 0.703 -3.723 2.283
H: 1.658 -2.235 2.391
H: 0.220 -2.430 3.412
H: -1.324 -0.196 -2.166
H: -0.704 1.451 -2.333
H: -2.413 0.377 -0.016
H: -0.173 -0.112 0.302
H: 1.311 1.533 0.542
H: 0.349 2.406 -0.665
H: 2.619 0.586 -1.609
H: 1.491 1.548 -2.484
H: 2.775 2.362 -1.625

How do the energies compare? Relative to the most stable structure, in kJ/mol: *A* 0.0; *B* 493.7.

*A*
This record from OMol25 describes a 2-piece molecular cluster, C5H10NO overall. The level of theory is the ωB97M-V functional and the def2-TZVPD basis.

Calculated values
- Highest occupied orbital energy (alpha / beta): -6.957 / -7.001 eV
- Charge: 0
- Spin multiplicity: 2
- HOMO-LUMO gap (alpha / beta): 7.3 / 7.2 eV
- Lowest unoccupied orbital energy (alpha / beta): 0.39 / 0.21 eV

Positions of all 17 atoms, in Å:
O: -1.373 1.321 -1.186
C: -1.840 0.365 -0.524
C: -1.588 -0.084 0.843
C: -0.142 -0.235 1.074
C: 0.780 0.333 0.065
C: 0.929 -0.361 -1.190
N: 1.953 0.883 0.631
H: -2.560 -0.267 -0.999
H: -2.099 0.543 1.569
H: -2.079 -1.012 0.974
H: 0.014 -1.334 1.153
H: -0.050 0.252 2.088
H: 1.320 0.195 -1.992
H: 0.855 -1.406 -1.097
H: 1.263 -1.571 -3.090
H: 2.346 1.646 0.070
H: 2.271 0.731 1.613

*B*
This record from OMol25 describes C5H10NO as an isolated structure. The level of theory is the ωB97M-V functional and the def2-TZVPD basis.

Calculated values
- Highest occupied orbital energy (alpha / beta): -7.570 / -7.748 eV
- Charge: 0
- Spin multiplicity: 2
- HOMO-LUMO gap (alpha / beta): 4.3 / 4.7 eV
- Lowest unoccupied orbital energy (alpha / beta): -3.23 / -3.02 eV

Positions of all 17 atoms, in Å:
C: 0.593 1.148 0.179
C: -0.785 0.521 -0.245
C: -1.742 -0.054 0.641
C: -2.943 -0.814 0.346
N: 1.935 0.601 -0.109
C: 1.781 -0.467 -1.114
O: 1.214 -0.006 -2.276
H: 0.650 1.418 1.307
H: 0.572 2.128 -0.380
H: -0.910 0.543 -1.319
H: -1.674 0.204 1.816
H: 1.853 -0.842 1.446
H: -3.331 -1.365 1.211
H: -3.216 -0.682 -0.666
H: 2.128 -0.226 0.925
H: 2.726 -0.949 -1.217
H: 1.146 -1.156 -0.544

How do the energies compare? Relative to the most stable structure, in kJ/mol: *A* 0.0; *B* 262.2.

*A*
This record from OMol25 describes C3H4O3Tm as an isolated structure. The level of theory is the ωB97M-V functional and the def2-TZVPD basis.

Calculated values
- Highest occupied orbital energy (alpha / beta): -12.544 / -12.527 eV
- Charge: +1
- Spin multiplicity: 3
- HOMO-LUMO gap (alpha / beta): 6.6 / 6.7 eV
- Lowest unoccupied orbital energy (alpha / beta): -5.92 / -5.82 eV

Positions of all 11 atoms, in Å:
H: -2.203 -0.339 -1.493
O: -0.561 -0.277 -0.762
C: 1.011 -0.718 -0.895
C: 0.563 -0.480 0.442
O: 1.085 0.575 1.140
C: 0.279 1.458 1.895
O: -0.919 1.449 1.531
Tm: -2.049 1.312 -0.258
H: 1.658 0.015 -1.379
H: 0.998 -1.731 -1.298
H: 0.139 -1.265 1.075

*B*
This record from OMol25 describes C3H4O3Tm as an isolated structure. The level of theory is the ωB97M-V functional and the def2-TZVPD basis.

Calculated values
- Highest occupied orbital energy (alpha / beta): -13.119 / -13.063 eV
- Charge: +1
- Spin multiplicity: 3
- HOMO-LUMO gap (alpha / beta): 6.1 / 5.6 eV
- Lowest unoccupied orbital energy (alpha / beta): -7.04 / -7.49 eV

Positions of all 11 atoms, in Å:
C: -0.215 -0.153 1.000
O: 1.489 1.168 -0.070
C: 1.452 0.162 -1.061
C: 0.855 0.793 1.096
O: 0.587 -0.728 -0.738
O: 2.397 0.083 -1.815
H: 0.020 -1.102 1.506
H: -0.255 1.255 1.691
H: 1.551 0.372 1.831
H: -4.267 -1.177 0.706
Tm: -2.581 -0.333 0.443

How do the energies compare? Relative to the most stable structure, in kJ/mol: *A* 0.0; *B* 286.5.

*A*
This record from OMol25 describes a 2-piece molecular cluster, C3H12NOS overall. The level of theory is the ωB97M-V functional and the def2-TZVPD basis.

Calculated values
- Highest occupied orbital energy: -13.392 eV
- Charge: +1
- HOMO-LUMO gap: 9.8 eV
- Lowest unoccupied orbital energy: -3.56 eV

Positions of all 18 atoms, in Å:
C: 1.159 1.504 -0.092
C: 0.112 0.421 -0.305
C: 0.614 -0.524 -1.454
S: -0.426 -1.831 -1.962
N: 0.060 -0.578 0.899
H: 2.129 1.063 -0.157
H: 0.911 1.883 0.898
H: 0.962 2.373 -0.760
H: -0.926 0.711 -0.434
H: 0.750 0.239 -2.255
H: 1.653 -0.824 -1.215
H: 0.265 -2.880 -1.441
H: 0.901 -1.201 1.344
H: -0.171 -0.134 1.791
H: -0.696 -1.278 0.624
H: -0.528 3.013 4.244
H: -1.965 2.577 3.941
O: -1.050 2.393 3.722

*B*
This record from OMol25 describes a 2-piece molecular cluster, C3H12NOS overall. The level of theory is the ωB97M-V functional and the def2-TZVPD basis.

Calculated values
- Highest occupied orbital energy: -12.068 eV
- Charge: +1
- HOMO-LUMO gap: 8.7 eV
- Lowest unoccupied orbital energy: -3.38 eV

Positions of all 18 atoms, in Å:
C: 0.685 0.503 1.170
C: 0.028 0.258 -0.186
C: -0.920 1.410 -0.502
S: -2.180 0.783 -1.729
N: 1.051 -0.782 1.897
H: 1.659 0.956 0.989
H: 0.118 1.120 1.857
H: -0.565 -0.654 -0.327
H: 0.853 0.115 -0.884
H: -0.456 2.314 -0.884
H: -1.586 1.646 0.323
H: -2.772 1.953 -1.997
H: 1.462 -1.535 1.292
H: 1.764 -0.599 2.593
H: 0.222 -1.161 2.356
H: 2.987 -2.342 -0.263
H: 3.382 -3.077 1.016
O: 2.796 -2.444 0.646

How do the energies compare? Relative to the most stable structure, in kJ/mol: *A* 57.8; *B* 0.0.